Entry 1:
22
Properties=species:S:1:pos:R:3:forces:R:3:lowdin_spin:R:1 method="wB97M-V/def2-TZVPD" lumo_energy_ev="1.00 / 0.77" spin_multiplicity=2 homo_lumo_gap_ha="0.1651 / 0.4508"
C -1.02384 0.89523 1.06147 0.255 0.367 -0.173 0.038
C -0.88461 -2.82252 -0.30458 0.814 0.272 0.678 0.004
C -1.09388 -1.63690 0.67350 -0.861 -0.478 0.905 0.007
C -0.89251 -0.24545 0.05140 -0.347 -0.788 -0.430 0.023
H -2.06437 1.04005 1.43589 0.816 -0.450 -0.071 0.001
H -0.76401 1.85852 0.57539 -0.064 -0.398 0.359 0.015
H -0.29337 0.71938 1.88405 -0.737 0.310 -0.207 0.025
H -0.97695 -3.80058 0.22652 -0.306 0.752 -0.506 0.000
H 0.17091 -2.80762 -0.66896 -0.772 0.093 -0.025 0.007
H -1.58125 -2.72375 -1.14194 0.170 -0.352 0.038 0.000
H -0.40398 -1.78676 1.55049 -0.618 0.322 -0.698 0.007
H -2.16113 -1.66693 1.08029 1.323 -0.092 -0.335 0.000
H 0.09492 -0.28590 -0.45886 -0.489 0.207 0.277 0.020
H -1.63318 -0.11497 -0.76079 0.292 -0.032 0.251 0.001
C 1.40271 1.96875 -1.28967 0.715 -1.242 -0.562 0.146
N 1.98470 1.39539 -0.01117 -1.857 1.033 -0.678 0.228
H 0.59332 2.63867 -1.07489 -0.140 0.405 0.201 0.022
H 2.23514 2.42466 -1.83479 -0.405 0.119 0.113 0.047
H 1.02497 1.09337 -1.85863 0.277 0.658 0.216 0.021
H 1.27019 0.76393 0.37432 0.620 -0.455 0.173 0.059
H 2.11345 2.12916 0.70432 0.367 0.629 0.435 0.165
H 2.88276 0.96428 -0.21335 0.948 -0.880 0.038 0.163

***

Entry 2:
14
Properties=species:S:1:pos:R:3:forces:R:3:mulliken_charge:R:1 method="wB97M-V/def2-TZVPD" lumo_energy_ev=-0.21 homo_lumo_gap_ha=0.3330
C 0.57380 -0.66225 1.47404 1.354 1.030 1.857 -0.984
C -0.08354 0.31469 0.37045 1.072 -4.354 1.311 0.184
C -0.75033 1.24217 -1.49442 -2.806 -0.172 -0.720 -0.271
C 0.10494 0.19616 -0.99563 -2.872 4.067 2.229 0.602
H 1.32461 -1.36177 0.80809 -2.085 1.584 2.710 0.292
H 1.42957 0.00590 2.27342 -2.889 -1.956 -2.462 0.287
H -0.31364 -1.25378 2.33113 3.014 1.758 -3.235 0.250
H -1.04553 1.70744 1.43618 -1.090 -1.450 -1.468 0.321
H -1.04694 1.26830 -2.59682 0.682 0.652 1.706 0.347
H 0.67245 -1.97199 -0.43425 0.293 0.196 -1.879 0.295
N -1.15985 1.08302 0.56348 1.091 3.536 3.525 0.189
N -1.56445 1.79916 -0.52173 2.482 -2.063 -2.589 -0.732
N 0.78339 -0.60206 -1.79103 2.408 -3.070 -1.664 -0.174
N 1.07552 -1.76500 -1.42290 -0.652 0.243 0.679 -0.608

***

Entry 3:
129
Properties=species:S:1:pos:R:3:forces:R:3:mulliken_charge:R:1 method="wB97M-V/def2-TZVPD" charge=-2 lumo_energy_ev=3.62 homo_lumo_gap_ha=0.2639
Cl -22.26210 -22.21774 -17.61888 -2.616 -1.471 -0.754 0.866
O -22.29403 -23.64806 -17.89789 1.158 0.491 0.209 -0.179
O -23.55295 -21.94503 -16.98267 0.635 0.720 0.291 -0.629
O -21.18003 -21.84552 -16.75057 0.201 0.182 -0.252 -0.263
O -22.22848 -21.53289 -18.89956 0.676 0.447 0.486 -0.601
O -14.21747 -26.71510 -18.55920 -0.294 0.024 -0.092 -0.652
C -15.29480 -26.26104 -18.83374 0.170 0.300 0.283 0.198
O -16.47776 -26.71994 -18.46739 0.133 -0.313 -0.174 -0.717
B -17.54621 -26.00604 -19.20275 0.275 0.164 0.179 1.667
O -16.85453 -24.83185 -19.78790 -0.717 -4.445 -1.289 0.051
C -15.55429 -24.94535 -19.62432 1.240 -1.838 0.017 0.904
O -14.73909 -24.13976 -19.94351 0.744 -0.196 -0.305 -0.597
O -18.63616 -25.60705 -18.31626 1.157 0.180 0.279 -0.272
C -19.70628 -26.27773 -18.61048 -0.702 -0.497 -0.986 0.290
O -20.76696 -26.20613 -18.08342 -0.594 -0.156 0.415 -0.519
C -19.39182 -27.13381 -19.86651 -0.139 -0.485 -0.007 0.347
O -18.14552 -26.84821 -20.23506 0.011 -0.188 0.044 -0.597
O -20.12251 -27.91676 -20.40091 0.066 0.175 0.006 -0.665
C -21.54905 -24.67185 -21.51730 -0.221 -0.821 0.062 -1.424
C -20.08888 -24.24824 -21.44290 -0.256 0.881 0.006 1.420
C -19.49482 -23.81434 -22.77367 0.001 -0.429 -0.181 -0.868
O -19.81425 -24.77945 -23.76580 -0.621 -0.235 0.667 -0.351
C -19.14018 -24.58899 -24.94928 0.751 -0.141 -0.797 -0.813
N -19.89577 -23.10787 -20.51746 -0.541 -0.382 0.141 0.440
H -22.27924 -23.86705 -21.63114 0.328 0.307 -0.049 0.246
H -21.79818 -25.18521 -20.58268 -0.079 0.098 -0.032 0.185
H -21.71921 -25.38875 -22.32470 0.090 0.018 0.035 0.449
H -19.49231 -25.08926 -21.08105 -0.066 0.200 -0.157 -0.725
H -18.40464 -23.74461 -22.67124 -0.064 0.201 0.056 0.493
H -19.90038 -22.85098 -23.12174 0.074 0.095 0.310 0.344
H -18.76495 -23.56255 -25.03998 -0.034 -0.023 -0.155 0.341
H -19.78423 -24.81518 -25.80358 -0.165 0.114 0.068 0.240
H -18.28590 -25.27888 -25.02896 0.092 0.181 0.065 0.246
H -20.50390 -22.36251 -20.85250 0.169 0.078 -0.070 -0.231
H -20.38349 -23.35112 -19.65029 0.332 -0.053 0.062 -0.347
C -21.00040 -24.97894 -14.57278 -0.173 0.680 0.599 -1.084
C -22.39914 -25.62785 -14.53365 0.848 -0.600 -0.499 0.215
C -23.43274 -24.60664 -14.13715 -0.004 0.389 -0.005 -0.242
O -24.74537 -25.09264 -14.27842 0.106 -0.178 0.254 -0.278
C -25.64483 -24.30628 -13.57736 -0.437 0.443 0.503 -0.729
N -22.70264 -26.31216 -15.82344 0.492 0.305 1.367 -0.458
H -20.75919 -24.45461 -13.63150 -0.159 -0.172 -0.058 0.508
H -20.93272 -24.20868 -15.34777 0.011 -0.282 -0.177 -0.004
H -20.22437 -25.73071 -14.71213 -0.033 -0.022 -0.244 0.376
H -22.32361 -26.38356 -13.73748 -0.432 -0.106 -0.192 0.312
H -23.30832 -23.68228 -14.72608 -0.044 -0.097 -0.064 -0.290
H -23.26588 -24.33225 -13.08250 0.114 0.060 -0.077 0.588
H -25.67032 -23.24879 -13.89513 0.062 -0.168 -0.290 0.154
H -25.42346 -24.25272 -12.49304 0.095 -0.230 -0.100 0.438
H -26.64310 -24.72691 -13.69923 0.020 0.010 -0.127 0.167
H -21.97074 -27.01556 -15.89584 -0.073 0.061 -0.335 0.363
H -22.48091 -25.62483 -16.53978 -0.171 -0.240 -0.238 -0.024
C -19.12605 -18.57059 -18.04314 0.140 -0.926 -1.521 -1.102
C -20.09762 -18.17316 -19.17492 -0.261 -0.082 1.217 0.518
C -19.91004 -19.06622 -20.38541 -0.564 0.072 0.231 -0.402
O -20.97104 -18.79837 -21.28818 0.047 0.217 -0.164 -0.431
C -21.12526 -19.78844 -22.27128 0.321 -0.168 0.236 -0.611
N -21.48646 -18.29122 -18.66811 -0.144 -0.420 0.315 -0.718
H -19.11851 -17.83543 -17.24854 0.129 -0.008 0.189 0.324
H -18.13826 -18.74293 -18.49314 0.138 0.524 0.382 0.435
H -19.39764 -19.57597 -17.70509 -0.200 0.210 0.402 -0.023
H -19.90145 -17.11422 -19.38091 -0.095 -0.106 -0.494 0.279
H -20.01883 -20.10285 -20.03217 0.378 -0.011 -0.106 0.016
H -18.94573 -18.89333 -20.87749 0.071 -0.195 0.073 0.523
H -21.40984 -20.75444 -21.83439 -0.151 0.093 0.057 0.114
H -20.18235 -19.96204 -22.81195 -0.150 0.135 -0.163 0.326
H -21.91509 -19.44457 -22.93289 0.037 -0.082 -0.192 0.367
H -21.44572 -18.68081 -17.72706 0.120 0.330 0.038 0.168
H -21.97701 -19.05819 -19.12926 0.103 0.337 -0.418 0.306
C -26.62410 -23.58088 -18.37232 -1.482 1.101 -0.067 -1.749
C -26.27274 -24.42530 -17.15607 -0.744 -0.267 -0.191 2.232
C -27.39341 -25.44006 -16.92963 0.248 -0.535 -0.974 -1.345
O -27.04610 -26.39648 -15.96395 0.361 0.502 0.032 -0.173
C -28.12363 -27.15486 -15.56965 0.169 -1.088 0.912 -0.873
N -24.94503 -25.05055 -17.26926 -0.222 1.413 -0.836 -0.215
H -26.97396 -24.11200 -19.26669 0.864 -0.418 0.007 0.460
H -25.83893 -22.85205 -18.57070 0.190 -0.246 -0.293 0.302
H -27.53029 -22.95954 -18.20465 0.294 -0.134 0.405 0.390
H -26.35145 -23.75293 -16.29586 0.690 -0.127 0.117 -0.736
H -27.56739 -25.97455 -17.89009 -0.041 0.066 0.148 0.336
H -28.34855 -24.95746 -16.67378 0.168 0.248 0.103 0.339
H -28.77157 -26.62212 -14.85660 -0.333 0.141 -0.420 0.295
H -27.72254 -28.00104 -14.99220 -0.005 0.116 -0.131 0.255
H -28.66949 -27.60378 -16.41042 -0.259 0.300 -0.026 0.321
H -24.79340 -25.26765 -18.26353 -0.424 -0.556 0.234 0.265
H -24.32993 -24.22495 -17.27408 0.190 -0.419 0.699 -0.244
C -17.80591 -23.08412 -17.17065 -0.973 0.775 -1.114 -0.960
C -17.06752 -22.09993 -18.10879 -0.446 0.077 0.198 1.708
C -15.69649 -21.74477 -17.56569 0.037 -0.099 -0.123 -1.121
O -15.78822 -21.40947 -16.18307 -0.160 -0.028 -0.055 -0.219
C -14.65294 -20.75368 -15.73226 0.766 0.229 0.082 -0.849
N -16.90395 -22.61868 -19.46982 0.056 2.110 1.165 -0.729
H -18.29414 -22.58450 -16.33120 0.845 -0.165 0.554 0.626
H -17.17718 -23.95130 -16.97490 -0.127 0.001 0.567 0.268
H -18.70346 -23.42469 -17.70580 0.469 -0.105 -0.070 -0.116
H -17.64722 -21.17294 -18.13187 -0.096 0.054 -0.075 -0.783
H -15.27748 -20.89514 -18.12505 -0.030 -0.111 -0.001 0.426
H -15.02530 -22.61009 -17.70926 0.031 0.188 0.141 0.310
H -14.69790 -20.59546 -14.65344 -0.308 -0.078 0.004 0.240
H -14.52160 -19.76587 -16.20609 -0.074 -0.102 -0.039 0.314
H -13.72739 -21.32566 -15.92027 -0.150 -0.020 -0.093 0.311
H -17.83179 -22.78990 -19.86128 0.122 0.209 0.152 0.216
H -16.51628 -23.56136 -19.36943 -0.997 4.080 0.305 -0.030
C -20.54321 -19.65894 -12.66726 0.511 0.473 -0.653 -1.622
C -21.87602 -19.82733 -13.36110 -0.723 -0.525 0.319 0.381
C -22.11432 -18.93255 -14.56531 -1.091 -0.080 -0.619 0.238
O -22.23779 -17.57389 -14.13904 0.417 -0.374 0.181 -0.426
C -21.73933 -16.61109 -15.03387 0.007 -0.103 -0.007 -0.206
N -22.14208 -21.25512 -13.65354 0.592 0.580 -0.771 -0.416
H -20.42473 -20.39535 -11.87665 -0.030 0.118 0.165 0.398
H -20.42614 -18.63144 -12.31256 -0.188 -0.144 0.332 0.382
H -19.70530 -19.77070 -13.37032 -0.188 -0.328 -0.029 0.295
H -22.67634 -19.55092 -12.66122 0.185 0.201 0.096 0.361
H -23.07292 -19.26819 -15.01158 0.049 0.236 0.245 0.221
H -21.44585 -19.06314 -15.42986 0.595 0.128 0.559 -0.218
H -22.55217 -16.19129 -15.63315 0.118 -0.031 -0.225 0.252
H -20.97718 -17.06253 -15.67371 -0.058 0.203 -0.203 -0.084
H -21.27136 -15.80228 -14.46804 -0.059 -0.005 0.087 0.268
H -22.93116 -21.27661 -14.30374 -0.048 -0.216 0.224 0.083
H -21.37868 -21.56151 -14.26435 -0.109 -0.231 0.183 0.150
C -27.00290 -20.80237 -16.03396 0.612 -0.620 0.337 -0.254
C -27.81837 -21.00614 -14.79604 -1.182 0.720 0.683 -0.487
O -28.36123 -22.32662 -14.69461 0.290 0.157 -0.161 -0.418
H -26.08134 -21.38732 -15.97085 0.122 0.204 -0.040 -0.276
H -26.75744 -19.74227 -16.07475 0.119 -0.016 -0.362 0.405
H -27.50355 -21.16534 -16.92700 -0.269 0.328 -0.050 0.160
H -28.65294 -20.28012 -14.78468 -0.002 -0.196 -0.276 0.431
H -27.27550 -20.71724 -13.88312 0.350 -0.439 -0.175 0.277
H -29.16706 -22.26224 -14.17838 0.017 -0.110 0.058 0.254

***

Entry 4:
17
Properties=species:S:1:pos:R:3:forces:R:3:mulliken_charge:R:1 method="wB97M-V/def2-TZVPD" charge=+1 lumo_energy_ev=-4.38 homo_lumo_gap_ha=0.3135
C -2.17313 0.92153 0.27448 3.049 0.394 -3.874 -1.168
C 1.06510 -2.21872 -1.23165 3.446 1.643 -0.979 -0.981
C -0.78390 1.40849 0.54552 -0.082 -0.185 -0.156 -0.027
N -0.05583 2.26371 -0.08152 1.140 0.567 0.200 -0.251
O 1.12025 -1.78036 1.42797 -1.124 -0.042 1.210 -0.457
P 0.73283 -0.96337 0.07434 1.415 -0.254 -0.050 0.328
I 2.92658 0.30549 -0.08315 -0.692 -0.027 -0.114 -0.064
H -2.79765 1.68483 0.48263 -2.349 2.669 0.977 0.466
H -2.35233 0.69942 -0.81617 0.343 -0.015 1.129 0.358
H -2.34098 0.12953 0.88272 -0.734 -2.491 1.605 0.336
H 1.39134 -1.58470 -2.20684 -1.592 -1.521 1.943 0.346
H 2.09990 -2.72897 -1.04680 -2.157 0.455 0.119 0.358
H 0.20551 -2.87294 -1.26459 0.033 -0.290 -0.576 0.339
H -0.34190 1.09725 1.46853 0.112 -0.063 0.511 0.584
H 0.64758 -1.53282 2.27656 0.776 -0.298 -1.563 0.345
H 0.91235 2.46266 0.26616 -1.149 -0.300 -0.298 0.255
H -0.25573 2.70898 -0.96821 -0.433 -0.240 -0.081 0.232

***

Entry 5:
4
Properties=species:S:1:pos:R:3:forces:R:3:mulliken_charge:R:1 method="wB97M-V/def2-TZVPD" lumo_energy_ev=1.35 smiles=N homo_lumo_gap_ha=0.4164
N 0.11740 0.01121 -0.21214 -4.324 -2.649 -3.167 -0.594
H 0.97931 -0.09608 0.12989 3.377 -0.523 2.184 0.194
H -0.44685 0.71313 0.05385 -0.727 4.638 1.167 0.193
H -0.64987 -0.62825 0.02840 1.674 -1.466 -0.183 0.207

***

Entry 6:
46
Properties=species:S:1:pos:R:3:forces:R:3:mulliken_charge:R:1 method="wB97M-V/def2-TZVPD" lumo_energy_ev=0.60 smiles="C[C@@H](Cl)C[C@@H]1CCNC1=O.CN(C)C=O.CN(C)C=O" homo_lumo_gap_ha=0.3572
C -4.56584 -1.88071 0.70576 -0.368 -0.500 -0.075 -0.950
C -3.16828 -1.22501 0.09821 -0.546 -0.314 2.209 0.542
Cl -3.61625 -0.26413 -1.42483 0.793 -0.940 1.023 -0.238
C -2.48049 -0.22223 1.21660 -0.117 -0.277 0.101 -0.972
C -0.82740 -0.21552 1.17502 1.083 1.858 2.349 0.230
C -0.04182 -1.48417 1.88687 -1.663 0.295 0.368 -0.241
C -0.25046 -1.14455 3.48362 -2.223 -0.870 0.270 -0.602
N -0.16971 0.37686 3.72944 -1.803 -0.356 -3.595 -0.418
C -0.50317 0.94354 2.33681 -0.168 5.622 -1.054 0.255
O -0.57723 2.27390 2.07059 0.424 -8.203 1.943 -0.611
H -5.51179 -1.65435 0.02340 2.240 -0.537 1.366 0.310
H -4.42999 -3.05929 0.80241 -0.349 2.557 -0.281 0.249
H -4.82463 -1.48378 1.77621 0.658 -0.608 -2.042 0.261
H -2.43339 -2.11937 -0.07405 -1.333 1.967 -0.343 0.109
H -2.85678 0.89573 1.12484 0.784 -2.402 -0.103 0.378
H -2.87649 -0.59641 2.27834 1.127 0.688 -2.231 0.099
H -0.36145 0.22266 0.19261 -1.129 -1.137 1.777 0.295
H 1.09467 -1.62929 1.59341 -2.706 0.222 0.357 0.216
H -0.77721 -2.39062 1.66707 2.308 1.372 0.428 0.198
H 0.29362 -1.82029 4.27441 -0.461 1.672 -1.822 0.328
H -1.38612 -1.38522 3.68035 2.065 0.041 -0.354 0.202
H -1.03567 0.64889 4.26382 1.457 -0.109 -0.326 0.339
C 0.81278 -2.54852 -3.34634 0.155 0.087 0.119 -0.953
N 1.49168 -2.65347 -2.07141 -0.777 -1.015 0.977 0.164
C 2.69641 -1.87966 -1.85496 0.134 -0.045 0.317 -0.942
C 1.02805 -3.46584 -1.05865 0.683 0.612 -0.318 0.062
O 1.55247 -3.60040 0.04008 -0.200 0.235 -0.812 -0.611
H 1.49897 -2.85941 -4.13935 -0.187 0.060 -0.100 0.354
H 0.51657 -1.50759 -3.50478 -0.059 -0.114 -0.179 0.327
H -0.07742 -3.18292 -3.37290 0.158 0.077 0.085 0.306
H 3.52174 -2.56174 -1.62973 0.022 0.200 0.011 0.304
H 2.54399 -1.21632 -0.99819 0.226 0.033 -0.166 0.238
H 2.93919 -1.28726 -2.74104 -0.150 -0.106 0.189 0.406
H 0.10751 -4.00886 -1.32696 -0.011 0.041 -0.124 0.359
C 1.07389 5.06232 -1.28337 0.082 -0.112 0.176 -0.908
N 1.90663 3.90779 -1.01700 0.150 -0.911 -1.273 0.150
C 2.48903 3.75462 0.29995 0.184 -0.331 0.009 -0.847
C 2.16229 2.95126 -1.97631 0.105 0.319 0.891 0.089
O 2.85541 1.95392 -1.81758 -0.441 0.659 0.110 -0.607
H 1.66464 5.96904 -1.12446 -0.195 0.072 -0.061 0.337
H 0.22451 5.05244 -0.59428 -0.010 0.165 -0.120 0.315
H 0.70191 5.05193 -2.31155 0.109 -0.075 0.152 0.295
H 3.57863 3.72273 0.20563 -0.084 -0.019 0.174 0.312
H 2.14532 2.81050 0.73330 0.108 0.180 0.130 0.180
H 2.19944 4.58510 0.94915 -0.027 -0.161 -0.204 0.366
H 1.67225 3.16366 -2.94015 -0.050 0.111 0.053 0.322

***

Number 1: E -254.71356 hartree. Number 2: E -374.84985 hartree. Number 3: E -3429.28586 hartree. Number 4: E -889.09645 hartree. Number 5: E -56.52181 hartree. Number 6: E -1360.97696 hartree.